The following is a quantum chemistry calculation of C11H17IN2PdS2 as an isolated structure in a non-equilibrium geometry, from the OMol25 dataset.

Calculated values
<S²>: 6.031
Multiplicity: 5
Total charge: +2
Energy, eV: -47894.18093
Relative energy (zero: lowest compared OMol25 entry of this formula, charge and spin), kJ/mol: 0.0
HOMO level (spin up / spin down), eV: -13.767 / -15.738
LUMO energy (spin up / spin down), eV: -7.7 / -10.9
Gap between HOMO and LUMO (spin up / spin down), eV: 6.04 / 4.89

Cartesian coordinates (Å):
C (1.3073, 4.1550, -0.5852)
C (0.1050, 3.9661, -1.5022)
H (1.0302, 4.6227, 0.3626)
H (2.0938, 4.7655, -1.0544)
H (1.7888, 3.1889, -0.3244)
H (-0.5905, 3.2174, -1.1191)
H (-0.4395, 4.9152, -1.5841)
H (0.4128, 3.6535, -2.5050)
Pd (0.4385, 0.0478, 0.0761)
C (0.0939, 0.7865, -1.7201)
H (-0.7973, 1.4159, -1.6121)
H (-0.1109, -0.1025, -2.3311)
H (1.0025, 1.3355, -1.9973)
I (2.3751, 1.4527, 1.2125)
C (-3.3310, 0.5582, -0.3729)
C (-2.7762, -0.7895, -0.0918)
N (-1.5205, -1.0942, 0.1433)
C (-1.3403, -2.4387, 0.4799)
C (-2.5378, -3.1432, 0.5413)
S (-3.8877, -2.1457, 0.1009)
C (-0.0300, -2.8873, 0.8639)
C (0.3313, -4.1049, 1.4268)
S (1.9749, -4.1046, 1.9223)
C (2.1418, -2.4286, 1.3650)
N (1.0286, -1.9776, 0.8394)
C (3.4311, -1.7195, 1.5537)
H (-3.6596, 0.5943, -1.4230)
H (-4.2164, 0.7149, 0.2605)
H (-2.5888, 1.3347, -0.1589)
H (-2.5895, -4.1868, 0.8433)
H (-0.3729, -4.9163, 1.5505)
H (4.1459, -2.4567, 1.9497)
H (3.7768, -1.3156, 0.5975)
H (3.3109, -0.9131, 2.2923)

Forces on the atoms, in the same order (eV/Å):
-0.002 0.384 0.021
0.092 0.259 -0.026
0.019 -0.015 -0.098
-0.230 -0.243 0.181
0.024 -0.034 -0.212
0.018 0.311 0.088
0.127 -0.220 -0.069
-0.102 0.092 0.139
-0.065 -0.683 2.362
0.110 0.068 -2.300
0.221 -0.197 0.018
0.105 0.478 -0.174
-0.471 -0.183 -0.207
0.512 0.618 0.286
-0.009 -0.096 0.001
0.828 -0.393 0.562
-0.747 -0.402 -0.149
0.381 1.121 0.162
-1.079 -0.053 -0.300
1.542 -1.149 0.482
0.267 0.888 0.077
0.490 -0.199 0.183
-1.249 0.252 -0.448
-1.356 -0.584 -0.220
0.314 0.315 -0.132
0.018 -0.558 0.117
0.103 0.164 0.233
0.208 0.046 -0.216
-0.208 -0.201 -0.164
-0.448 0.234 -0.203
0.401 -0.256 0.153
0.045 0.525 -0.181
0.057 -0.021 0.176
0.085 -0.268 -0.142

Here are the Mulliken charges for atoms 1 to 6, given in e:
1. C -0.165
2. C -0.512
3. H 0.370
4. H 0.325
5. H -0.518
6. H -0.137